Entry 1:
DFT (ωB97M-V/def2-TZVPD) results for a structure of composition C40H51N6O6PSZr.

```
106
C40H51N6O6PSZr, DFT ωB97M-V/def2-TZVPD
Zr 1.60 0.31 0.07
O 2.74 3.58 2.76
C 2.68 2.65 1.97
N 1.83 2.40 0.97
C 0.83 3.29 0.54
C 0.33 4.39 1.23
C -0.64 5.18 0.63
C -1.12 4.89 -0.64
C -0.62 3.79 -1.33
C 0.35 3.00 -0.75
N 0.98 1.89 -1.38
C 1.65 2.15 -2.52
O 1.53 3.10 -3.28
C 2.75 1.16 -2.80
C 3.39 1.15 -4.03
C 4.40 0.24 -4.25
C 4.76 -0.63 -3.23
C 4.09 -0.55 -2.03
N 3.11 0.34 -1.80
C 3.74 1.55 2.08
C 4.74 1.68 3.03
C 5.68 0.67 3.16
C 5.56 -0.46 2.36
C 4.53 -0.51 1.45
N 3.65 0.48 1.29
H 0.73 4.63 2.21
H -1.02 6.05 1.16
H -1.86 5.52 -1.10
H -0.96 3.56 -2.34
H 3.06 1.86 -4.77
H 4.91 0.21 -5.21
H 5.54 -1.36 -3.36
H 4.34 -1.21 -1.22
H 4.74 2.58 3.63
H 6.47 0.75 3.89
H 6.25 -1.29 2.45
H 4.38 -1.40 0.85
C -4.04 5.88 2.42
C -4.07 4.39 2.61
C -4.39 3.84 3.85
C -4.37 2.46 4.04
C -4.05 1.63 2.98
C -3.73 2.17 1.73
C -3.74 3.54 1.56
S -3.99 -0.11 3.20
O -4.65 -0.73 2.09
O -4.37 -0.39 4.56
N -2.41 -0.54 3.05
C -1.44 -0.02 4.01
C -0.11 -0.72 3.78
C 0.50 -0.46 2.42
O -0.07 0.35 1.62
O 1.58 -1.00 2.09
H -4.73 6.38 3.10
H -4.31 6.15 1.40
H -3.04 6.27 2.62
H -4.66 4.49 4.67
H -4.62 2.02 5.00
H -3.48 1.51 0.91
H -3.47 3.95 0.60
H -2.11 -0.38 2.09
H -1.80 -0.23 5.01
H -1.31 1.07 3.90
H -0.23 -1.81 3.88
H 0.63 -0.41 4.52
C -2.26 -0.68 -0.67
C -1.90 -2.16 -0.83
C -1.95 -2.76 0.58
C -2.99 -2.85 -1.67
P -0.15 -2.32 -1.50
N 0.77 -1.21 -0.86
C 0.55 -4.01 -1.08
C 1.81 -4.25 -1.92
C 1.02 -4.01 0.38
C -0.41 -5.19 -1.30
C -0.19 -2.09 -3.37
C -0.84 -3.22 -4.18
C -0.92 -0.77 -3.68
C 1.25 -1.89 -3.90
H -3.23 -0.63 -0.17
H -2.35 -0.14 -1.61
H -1.52 -0.16 -0.06
H -2.90 -2.47 1.04
H -1.14 -2.37 1.21
H -1.90 -3.84 0.59
H -3.93 -2.78 -1.11
H -2.80 -3.90 -1.85
H -3.15 -2.35 -2.62
H 2.49 -3.39 -1.90
H 1.58 -4.49 -2.96
H 2.34 -5.11 -1.50
H 1.64 -3.14 0.60
H 1.61 -4.91 0.55
H 0.21 -4.02 1.10
H -0.79 -5.24 -2.32
H -1.26 -5.17 -0.62
H 0.14 -6.12 -1.10
H -1.86 -3.43 -3.87
H -0.27 -4.14 -4.13
H -0.88 -2.91 -5.23
H -1.99 -0.83 -3.50
H -0.77 -0.54 -4.74
H -0.50 0.06 -3.10
H 1.80 -2.82 -3.99
H 1.80 -1.22 -3.25
H 1.19 -1.44 -4.89
```

Results
E_tot: -3121.6861 Eh
M: 866.15 u
gap between HOMO and LUMO: 7.21 eV
E_LUMO: -0.3 eV

Atomic partial charges in e from the Löwdin method, atoms 1 to 99: Zr 1.794; O 0.043; C -0.472; N -0.029; C -0.208; C -0.003; C -0.099; C -0.106; C -0.023; C -0.228; N -0.047; C -0.484; O 0.061; C -0.185; C 0.013; C -0.037; C -0.045; C -0.134; N 0.000; C -0.161; C 0.016; C -0.035; C -0.043; C -0.130; N -0.008; H 0.100; H 0.092; H 0.099; H 0.112; H 0.125; H 0.114; H 0.110; H 0.091; H 0.122; H 0.113; H 0.109; H 0.103; C -0.045; C -0.258; C -0.031; C -0.047; C -0.286; C -0.036; C -0.023; S 0.624; O -0.295; O -0.288; N -0.122; C -0.205; C -0.072; C -0.637; O -0.143; O -0.092; H 0.077; H 0.081; H 0.076; H 0.114; H 0.112; H 0.105; H 0.104; H 0.063; H 0.121; H 0.128; H 0.134; H 0.134; C -0.085; C -0.572; C -0.079; C -0.071; P 0.930; N -0.387; C -0.594; C -0.094; C -0.089; C -0.073; C -0.587; C -0.073; C -0.081; C -0.091; H 0.077; H 0.068; H 0.046; H 0.079; H 0.066; H 0.066; H 0.097; H 0.069; H 0.066; H 0.070; H 0.064; H 0.087; H 0.052; H 0.087; H 0.064; H 0.066; H 0.062; H 0.092; H 0.060; H 0.066

=====

Entry 2:
DFT (ωB97M-V/def2-TZVPD) results for a cluster of 10 separate species, C40H52BO26S5 in total.

```
124
C40H52BO26S5, DFT ωB97M-V/def2-TZVPD
O -11.06 -12.75 2.41
C -10.58 -12.86 1.31
O -9.43 -13.41 0.98
B -9.17 -12.94 -0.42
O -10.49 -12.57 -0.97
C -11.34 -12.45 0.03
O -12.44 -11.96 -0.08
O -8.55 -14.01 -1.19
C -7.28 -13.72 -1.45
O -6.51 -14.38 -2.08
C -7.08 -12.27 -0.89
O -8.21 -11.83 -0.40
O -6.08 -11.61 -0.99
C -11.29 -13.67 -3.68
C -12.26 -12.49 -3.60
O -13.51 -12.94 -4.13
S -13.30 -14.18 -5.17
O -13.60 -13.85 -6.53
O -13.94 -15.35 -4.64
O -11.68 -14.24 -4.92
H -11.47 -14.35 -2.84
H -10.27 -13.31 -3.65
H -11.97 -11.64 -4.23
H -12.51 -12.01 -2.65
C -15.24 -10.56 -1.72
C -15.14 -9.00 -1.71
O -16.45 -8.54 -1.41
S -17.26 -9.63 -0.55
O -18.65 -9.74 -0.93
O -16.86 -9.56 0.83
O -16.52 -10.94 -1.19
H -14.45 -10.97 -1.09
H -14.95 -10.99 -2.68
H -14.71 -8.56 -2.61
H -14.46 -8.75 -0.90
C -15.25 -14.21 0.20
C -15.63 -14.04 -1.28
O -15.31 -15.25 -1.93
S -14.31 -16.16 -1.02
O -12.95 -15.66 -1.12
O -14.60 -17.54 -1.10
O -14.90 -15.58 0.35
H -16.05 -13.96 0.89
H -14.37 -13.60 0.41
H -14.98 -13.29 -1.74
H -16.61 -13.64 -1.53
O -9.94 -7.84 -2.55
S -11.29 -7.86 -2.03
O -12.20 -8.92 -2.33
O -11.14 -7.73 -0.41
C -10.67 -8.87 0.30
C -11.61 -9.18 1.45
C -12.06 -6.25 -2.35
H -9.69 -8.67 0.72
H -10.57 -9.75 -0.35
H -12.54 -9.51 0.96
H -11.73 -8.35 2.15
H -11.27 -9.97 2.12
H -12.50 -6.41 -3.33
H -11.28 -5.50 -2.34
H -12.82 -6.14 -1.57
O -5.49 -7.39 2.44
S -6.41 -7.71 1.40
O -7.73 -8.17 1.78
O -6.50 -6.36 0.45
C -7.53 -6.38 -0.55
C -8.04 -4.96 -0.77
C -5.58 -8.75 0.13
H -8.36 -7.05 -0.33
H -7.21 -6.84 -1.49
H -7.41 -4.09 -0.66
H -8.84 -4.85 -0.03
H -8.57 -5.05 -1.73
H -4.52 -8.52 0.07
H -6.07 -8.62 -0.83
H -5.59 -9.79 0.43
C -5.23 -16.70 -0.04
C -6.58 -16.79 0.31
C -7.07 -18.00 0.82
C -6.24 -19.09 1.01
C -4.90 -18.99 0.66
C -4.38 -17.79 0.20
H -4.88 -15.83 -0.58
H -7.26 -15.96 0.33
H -8.04 -17.99 1.31
H -6.56 -20.05 1.40
H -4.26 -19.85 0.77
H -3.33 -17.74 -0.06
C -6.60 -7.97 -4.28
C -5.81 -6.84 -4.05
C -4.60 -7.00 -3.36
C -4.24 -8.27 -2.92
C -4.97 -9.38 -3.27
C -6.20 -9.26 -3.92
H -7.63 -7.87 -4.59
H -6.09 -5.83 -4.28
H -4.00 -6.16 -3.03
H -3.35 -8.40 -2.32
H -4.70 -10.33 -2.81
H -6.79 -10.14 -4.09
C -6.92 -10.52 4.04
C -7.55 -10.42 5.27
C -8.14 -11.55 5.83
C -8.22 -12.75 5.16
C -7.71 -12.82 3.86
C -7.10 -11.71 3.31
H -6.41 -9.73 3.50
H -7.41 -9.48 5.80
H -8.75 -11.52 6.73
H -8.73 -13.59 5.60
H -7.88 -13.76 3.35
H -6.78 -11.82 2.28
C -15.40 -10.98 3.61
C -14.51 -11.83 2.99
C -14.26 -13.11 3.49
C -14.88 -13.49 4.68
C -15.80 -12.67 5.30
C -16.01 -11.40 4.80
H -15.47 -9.94 3.34
H -13.95 -11.47 2.13
H -13.62 -13.79 2.94
H -14.71 -14.50 5.05
H -16.40 -13.06 6.11
H -16.66 -10.72 5.34
```

Results
E_tot: -5527.6407 Eh
M: 1119.98 u
net charge: -1
gap between HOMO and LUMO: 8.65 eV
E_LUMO: 1.5 eV

Atomic partial charges in e from the Löwdin method, atoms 1 to 99: O 0.153; C -0.389; O 0.227; B -0.900; O 0.216; C -0.364; O 0.110; O 0.226; C -0.380; O 0.162; C -0.367; O 0.241; O 0.128; C -0.145; C -0.174; O -0.217; S 0.668; O -0.230; O -0.234; O -0.189; H 0.118; H 0.134; H 0.133; H 0.104; C -0.163; C -0.164; O -0.190; S 0.671; O -0.232; O -0.235; O -0.199; H 0.102; H 0.122; H 0.118; H 0.113; C -0.152; C -0.168; O -0.191; S 0.658; O -0.239; O -0.204; O -0.194; H 0.136; H 0.102; H 0.100; H 0.132; O -0.285; S 0.622; O -0.279; O -0.261; C -0.268; C -0.043; C -0.087; H 0.092; H 0.111; H 0.064; H 0.085; H 0.083; H 0.070; H 0.062; H 0.072; O -0.282; S 0.639; O -0.283; O -0.250; C -0.295; C -0.049; C -0.086; H 0.090; H 0.098; H 0.077; H 0.078; H 0.070; H 0.072; H 0.048; H 0.051; C -0.075; C -0.071; C -0.093; C -0.106; C -0.119; C -0.096; H 0.092; H 0.092; H 0.101; H 0.096; H 0.094; H 0.094; C -0.101; C -0.100; C -0.094; C -0.125; C -0.105; C -0.071; H 0.096; H 0.097; H 0.099; H 0.103; H 0.100

=====

Number 1 is which compound? C40H51N6O6PSZr

=====

Look up the E_LUMO of the first one. -0.3 eV